15
Properties=species:S:1:pos:R:3:forces:R:3 method="wB97M-V/def2-TZVPD" total_energy_ev=-20780.323 smiles="CNOC/[NH+]=C/Cl" charge=+1 orbital_gap_ev=8.556 de_lowest_kj_mol=354.74
C -0.162 0.987 1.804 1.8 1.0 -1.2
C 0.493 0.699 -2.010 -0.6 -0.3 -1.1
C -0.427 -1.231 0.648 0.8 -3.7 2.6
N 0.714 -0.488 -1.174 1.4 2.6 -0.4
N -0.571 -0.233 1.783 0.5 1.9 -2.2
O -0.554 -0.818 -0.620 0.5 -0.4 -0.5
Cl -0.754 2.085 2.975 0.6 -0.8 -0.7
H 1.080 0.752 -2.903 1.1 -0.8 -0.4
H -0.480 0.703 -2.481 -0.7 -0.1 0.3
H 0.669 1.665 -1.619 0.0 0.8 1.4
H 0.686 1.392 1.035 -2.4 -1.1 1.8
H 0.487 -1.786 1.053 -0.3 0.9 -1.7
H -1.146 -2.089 0.822 -0.1 1.6 0.1
H 1.137 -1.153 -1.822 -1.1 -1.0 0.5
H -1.171 -0.485 2.509 -1.5 -0.7 1.5

8
Properties=species:S:1:pos:R:3:forces:R:3 method="wB97M-V/def2-TZVPD" total_energy_ev=-10624.586 smiles="C=C(F)C(=O)F" orbital_gap_ev=11.087 de_lowest_kj_mol=37.64
C -1.310 0.134 0.109 1.1 -2.6 0.5
C -0.043 0.420 -0.104 1.5 -1.3 0.8
C 1.326 -0.447 -0.028 -4.8 -1.3 -1.5
O 2.371 -0.012 0.114 2.7 1.3 0.7
F 0.283 1.695 -0.262 0.5 0.5 -0.4
F 1.153 -1.803 -0.331 -0.4 1.5 0.6
H -2.059 0.828 0.069 -1.4 2.3 -0.2
H -1.721 -0.814 0.432 0.7 -0.4 -0.4

174
Properties=species:S:1:pos:R:3:forces:R:3 method="wB97M-V/def2-TZVPD" total_energy_ev=-166750.061 smiles="CNCc1cc(CCCS(=O)(=O)O)c(CCCCCCCCCCCCOC)c2c1C(=O)C(B(N)O)=C(Br)C2=O.CCOCC.CCOCC.CCOCC.CCOCC.CCOCC.CCOCC" orbital_gap_ev=7.567 de_lowest_kj_mol=1024.30
C 6.175 -0.834 3.829 0.5 0.5 0.7
N 5.048 -0.576 2.883 0.5 -0.4 -0.6
C 5.271 -1.213 1.550 -0.2 -0.3 -0.1
C 3.987 -0.966 0.616 -2.5 0.7 -2.3
C 3.910 0.295 -0.325 -3.1 -2.6 0.3
C 2.660 0.564 -1.202 0.7 -1.8 0.9
C 2.690 1.924 -2.086 -0.5 -0.6 1.8
C 1.574 2.899 -1.388 -0.1 -0.2 -0.8
C 2.122 4.383 -1.121 0.3 -0.3 -1.5
S 2.293 4.835 0.666 -4.3 2.3 4.6
O 1.418 6.057 0.923 3.0 -2.6 -1.7
O 1.843 3.769 1.625 2.6 1.6 -3.2
O 3.874 5.357 1.005 -1.9 -0.4 -1.0
C 1.399 -0.382 -1.250 2.8 -1.0 2.2
C 0.138 -0.071 -2.185 0.5 0.1 0.1
C -1.239 0.136 -1.388 -1.2 0.4 -0.1
C -2.308 1.022 -2.250 0.2 -0.5 0.3
C -3.295 0.098 -3.142 -0.2 0.1 -0.6
C -4.841 0.201 -2.722 -0.4 -0.2 0.1
C -5.324 -0.941 -1.681 -0.9 0.4 0.1
C -5.730 -0.289 -0.254 -0.1 -0.5 -0.5
C -6.897 -1.082 0.514 -0.2 0.7 1.0
C -8.394 -0.618 0.054 1.1 -0.3 0.4
C -9.412 -0.487 1.289 -1.1 -0.5 -0.3
C -10.619 0.539 0.951 0.7 0.4 0.3
C -10.203 2.089 1.196 -0.8 -0.1 -1.2
O -8.778 2.261 1.411 -1.4 0.3 1.6
C -8.529 2.511 2.817 0.5 -0.8 0.8
C 1.478 -1.640 -0.309 2.0 2.0 0.0
C 2.747 -1.896 0.590 -0.2 1.5 -1.0
C 2.640 -3.206 1.529 0.9 -0.3 -0.7
O 3.603 -3.959 1.800 -3.4 2.6 -0.6
C 1.145 -3.509 2.074 -1.3 0.0 -1.7
B 1.056 -4.063 3.621 0.1 -0.3 1.1
N 1.077 -2.982 4.684 -0.8 -0.3 -2.2
O 1.006 -5.460 3.975 -1.3 2.3 -0.7
C -0.012 -3.267 1.265 3.5 0.0 0.9
Br -1.846 -3.653 1.963 1.9 0.4 -0.9
C 0.241 -2.674 -0.218 -1.2 -0.3 -1.5
O -0.467 -2.980 -1.211 2.6 1.2 3.8
H 6.501 0.190 4.248 -0.3 -1.7 -0.5
H 7.092 -1.324 3.326 -1.5 0.7 0.7
H 5.842 -1.490 4.722 0.5 1.0 -1.5
H 4.879 0.432 2.777 0.2 -0.7 0.0
H 5.462 -2.330 1.758 -0.6 1.7 -0.6
H 6.246 -0.827 1.055 -1.6 -0.4 0.4
H 4.763 1.054 -0.346 -1.3 -1.3 0.0
H 3.714 2.426 -1.990 -1.3 -0.9 -0.2
H 2.469 1.739 -3.189 0.2 0.2 1.6
H 1.141 2.424 -0.435 0.9 0.8 -1.4
H 0.706 2.960 -2.143 1.2 0.3 1.3
H 1.376 5.118 -1.589 1.1 -0.7 1.3
H 3.138 4.574 -1.635 -1.5 -0.4 1.0
H 3.853 6.348 0.931 -0.3 -1.1 0.1
H 0.325 0.909 -2.766 -0.1 -1.6 1.0
H 0.080 -0.901 -2.985 -0.1 1.2 1.4
H -1.112 0.708 -0.390 0.3 -1.0 -1.6
H -1.790 -0.854 -1.154 1.2 1.5 -0.3
H -1.717 1.761 -2.917 -1.1 -1.0 1.1
H -2.930 1.610 -1.471 0.9 -0.8 -1.4
H -2.950 -1.001 -3.084 -0.5 1.6 0.0
H -3.246 0.369 -4.267 0.2 -0.2 1.8
H -5.551 0.133 -3.631 1.4 0.1 1.2
H -5.046 1.243 -2.265 0.4 -1.6 -0.7
H -4.554 -1.786 -1.590 -1.0 1.3 0.0
H -6.290 -1.439 -2.084 1.5 0.8 0.5
H -6.147 0.767 -0.472 0.8 -1.6 0.5
H -4.785 -0.222 0.395 -1.4 0.1 -0.8
H -6.820 -0.763 1.626 0.0 -0.6 -1.7
H -6.775 -2.229 0.488 -0.1 1.8 -0.1
H -8.752 -1.405 -0.704 0.2 1.5 1.0
H -8.266 0.412 -0.432 -0.4 -1.5 0.5
H -8.911 -0.209 2.282 -0.5 -0.3 -1.6
H -9.921 -1.508 1.470 0.9 1.5 -0.3
H -10.856 0.438 -0.167 0.0 -0.1 1.7
H -11.542 0.337 1.616 1.4 0.1 -1.3
H -10.462 2.675 0.242 0.4 -0.8 1.4
H -10.857 2.532 2.029 1.2 -0.6 -1.0
H -8.540 3.622 3.079 0.0 -1.4 -0.5
H -9.307 1.961 3.470 1.1 0.9 -0.9
H -7.508 2.047 3.082 -1.5 0.9 -0.5
H 0.118 -2.794 5.025 0.8 -0.3 0.2
H 1.346 -2.095 4.205 -0.3 -0.8 0.6
H 0.242 -5.627 4.573 1.1 0.1 -0.2
C 6.918 -5.910 2.242 -0.1 -0.1 0.2
C 8.091 -4.962 2.420 -0.1 0.0 0.0
O 8.007 -4.179 3.603 0.0 0.2 0.0
C 8.017 -4.890 4.833 0.1 0.0 0.0
C 9.297 -5.675 5.063 0.0 -0.2 -0.2
H 5.969 -5.378 2.350 0.1 0.0 -0.1
H 6.951 -6.378 1.256 0.0 0.0 0.0
H 6.932 -6.707 2.991 0.0 0.0 -0.1
H 8.099 -4.256 1.585 0.0 0.1 0.2
H 9.044 -5.499 2.384 0.0 -0.1 0.0
H 7.138 -5.538 4.908 0.0 -0.1 0.0
H 7.920 -4.139 5.622 -0.1 0.1 -0.2
H 9.381 -6.515 4.368 0.0 0.0 0.1
H 9.321 -6.079 6.078 0.0 0.1 -0.1
H 10.173 -5.039 4.913 -0.1 0.0 0.1
C -1.741 -7.786 3.241 0.0 -0.2 0.0
C -2.554 -7.373 4.455 0.0 0.0 -0.2
O -3.914 -7.780 4.389 -0.1 0.1 0.0
C -4.149 -9.181 4.341 0.0 0.0 0.1
C -3.658 -9.917 5.575 0.3 0.0 0.0
H -2.243 -7.487 2.318 0.0 0.1 0.1
H -0.750 -7.325 3.270 -0.1 0.0 -0.1
H -1.604 -8.870 3.203 0.1 0.1 0.0
H -2.565 -6.280 4.515 -0.2 -0.1 0.0
H -2.093 -7.731 5.381 0.1 -0.1 0.0
H -3.721 -9.610 3.429 0.1 0.0 0.0
H -5.233 -9.306 4.266 0.1 0.2 0.0
H -2.566 -9.920 5.630 -0.1 -0.1 0.0
H -3.994 -10.956 5.559 0.0 0.1 0.0
H -4.029 -9.437 6.484 -0.1 0.0 -0.1
C -3.762 6.925 -1.624 0.1 0.3 -0.1
C -2.538 6.136 -1.194 -0.1 0.0 0.0
O -1.463 6.214 -2.121 0.2 -0.2 -0.2
C -0.915 7.506 -2.345 0.1 0.1 0.1
C -0.305 8.126 -1.100 -0.1 0.0 0.1
H -4.046 6.669 -2.649 0.0 -0.1 0.1
H -4.604 6.716 -0.961 0.1 0.0 0.0
H -3.574 8.002 -1.596 -0.1 0.0 0.1
H -2.807 5.079 -1.125 0.2 0.0 -0.1
H -2.204 6.437 -0.196 0.0 0.1 0.0
H -1.666 8.169 -2.789 0.0 0.0 0.0
H -0.129 7.380 -3.096 -0.1 -0.2 0.0
H -1.072 8.381 -0.364 0.1 0.1 0.0
H 0.232 9.044 -1.354 0.0 -0.1 0.0
H 0.387 7.429 -0.622 0.0 0.1 0.0
C -9.974 1.403 -4.938 -0.1 0.0 -0.3
C -8.660 2.155 -4.809 0.0 -0.1 0.1
O -7.590 1.546 -5.518 0.1 -0.1 0.1
C -7.737 1.454 -6.928 0.1 0.1 0.0
C -7.839 2.806 -7.612 -0.2 0.1 0.1
H -9.838 0.345 -4.702 0.0 0.1 0.1
H -10.722 1.823 -4.262 0.1 0.0 0.0
H -10.370 1.464 -5.955 0.0 0.0 0.1
H -8.364 2.166 -3.757 0.2 -0.1 -0.1
H -8.772 3.202 -5.112 -0.1 0.0 -0.1
H -8.591 0.818 -7.184 0.0 0.1 0.0
H -6.845 0.941 -7.297 0.0 0.0 0.2
H -8.778 3.309 -7.366 0.0 0.0 -0.1
H -7.798 2.689 -8.698 0.0 0.0 0.1
H -7.024 3.462 -7.294 0.0 -0.1 -0.1
C 2.740 13.777 -4.412 -0.1 -0.2 -0.2
C 2.846 13.348 -2.959 -0.1 0.1 0.0
O 1.667 12.726 -2.467 -0.1 0.0 0.1
C 1.281 11.516 -3.103 0.0 0.0 0.1
C 2.308 10.406 -2.958 0.3 0.1 -0.1
H 1.833 14.364 -4.577 0.1 0.0 0.1
H 3.607 14.377 -4.697 -0.1 0.0 0.0
H 2.696 12.913 -5.081 0.1 0.1 0.0
H 3.003 14.236 -2.341 -0.2 -0.2 0.1
H 3.714 12.701 -2.799 0.0 0.0 -0.1
H 1.041 11.696 -4.156 0.1 0.0 0.0
H 0.352 11.199 -2.621 0.1 0.2 0.0
H 3.216 10.626 -3.525 -0.1 -0.1 0.0
H 1.904 9.461 -3.329 0.0 0.1 0.0
H 2.599 10.283 -1.912 -0.1 0.0 0.0
C 10.497 -7.739 -0.098 0.0 -0.3 0.0
C 11.698 -7.040 0.515 -0.1 0.0 0.0
O 11.943 -7.418 1.862 0.0 0.1 0.1
C 12.255 -8.786 2.086 0.1 0.0 0.0
C 13.531 -9.234 1.394 0.0 0.0 -0.3
H 9.623 -7.646 0.550 0.1 0.1 0.0
H 10.262 -7.310 -1.075 0.0 0.0 0.1
H 10.687 -8.807 -0.240 0.0 0.1 -0.1
H 11.507 -5.963 0.529 0.1 -0.1 0.2
H 12.596 -7.189 -0.094 0.0 -0.1 0.0
H 11.409 -9.423 1.804 0.0 0.0 -0.1
H 12.383 -8.898 3.166 -0.1 0.2 -0.1
H 13.411 -9.252 0.308 0.0 -0.1 0.1
H 13.806 -10.241 1.716 0.0 0.1 0.0
H 14.353 -8.551 1.621 -0.1 -0.1 0.1